10
Properties=species:S:1:pos:R:3:forces:R:3:mulliken_charge:R:1 method="wB97M-V/def2-TZVPD" e_lumo_ev="0.21 / 0.21" total_charge=0 de_lowest_kj_mol=285.48 orbital_gap_ev="8.9 / 8.9" e_homo_ev="-8.68 / -8.68"
C 2.904684 -0.303109 0.074851 -3.841 -0.431 -1.337 0.3962
C 0.700989 0.024354 0.826694 2.250 1.523 -0.162 -0.4133
N -0.085770 -1.072911 0.731066 0.327 -2.593 -1.389 -0.3725
O 3.233629 -0.710329 -0.996716 -0.162 0.534 1.318 -0.4196
F 3.713989 -0.121240 1.075659 1.261 0.275 1.065 -0.1883
S -0.929993 -1.389071 -0.851627 2.719 0.230 0.637 -0.0780
H 0.384312 0.749300 0.108032 0.211 0.672 -0.329 0.3110
H 0.781017 0.474090 1.845680 0.609 -0.745 -0.749 0.2883
H 0.430162 -1.931123 0.962267 -0.673 0.400 0.292 0.3187
H -1.955576 -1.242255 -0.135835 -2.699 0.136 0.655 0.1575

15
Properties=species:S:1:pos:R:3:forces:R:3:mulliken_charge:R:1 method="wB97M-V/def2-TZVPD" smiles=COC[C@H]1CN1 e_lumo_ev=1.02 total_charge=0 de_lowest_kj_mol=241.66 orbital_gap_ev=10.3 e_homo_ev=-9.30
C 2.244085 0.490545 -0.097162 0.242 0.024 -0.007 -0.7314
O 0.842359 0.524569 0.022624 -0.055 0.029 0.027 -0.3038
C 0.271941 -0.758846 0.126236 -0.105 -0.174 -0.007 -0.5335
C -1.227753 -0.668837 -0.063900 0.060 -0.205 0.090 0.0130
C -2.058914 0.429220 0.469806 -0.097 0.060 0.277 -0.4083
N -1.754258 0.350701 -0.962290 0.092 0.101 -0.205 -0.6554
H 2.558771 -0.104819 -0.968900 -0.088 0.092 0.132 0.3072
H 2.720311 0.068057 0.800577 -0.101 0.055 -0.107 0.2787
H 2.585619 1.519809 -0.229460 -0.046 -0.153 0.036 0.2387
H 0.522158 -1.221158 1.095441 -0.065 0.083 -0.102 0.3084
H 0.682760 -1.411240 -0.664038 -0.053 0.099 0.102 0.3545
H -1.703705 -1.644829 -0.152532 0.112 0.112 -0.080 0.3487
H -1.593615 1.208257 1.068364 0.032 -0.101 -0.152 0.1922
H -3.100598 0.221501 0.707921 0.212 0.050 0.041 0.2599
H -0.989158 0.997064 -1.152680 -0.142 -0.071 -0.045 0.3312

64
Properties=species:S:1:pos:R:3:forces:R:3:mulliken_charge:R:1 method="wB97M-V/def2-TZVPD" smiles="Cc1ccc2c(c1)N(CC(=O)NCCCN1C[C@H](C)C[C@H](C)C1)C(=O)c1cccnc1O2" e_lumo_ev=0.11 total_charge=0 de_lowest_kj_mol=150.84 orbital_gap_ev=8.3 e_homo_ev=-8.15
C 4.604092 3.148552 0.916587 0.031 -0.002 -0.027 -1.6309
C 4.008766 1.813055 1.237893 -0.068 -0.117 0.078 0.2221
C 2.638721 1.671251 1.388532 0.132 -0.111 -0.060 -0.5128
C 2.055693 0.441621 1.691449 0.490 -0.343 -0.082 0.5118
C 2.886491 -0.668241 1.832045 0.134 0.214 -0.150 0.4562
C 4.259103 -0.535092 1.673917 -0.166 -0.052 0.052 -0.5270
C 4.819025 0.693900 1.392417 -0.140 -0.032 0.001 -0.8092
H 5.889608 0.785113 1.289616 0.135 -0.001 -0.017 0.4302
H 4.868297 -1.416050 1.799313 0.051 -0.115 0.004 0.4960
O 2.420266 -1.934136 2.156526 -0.109 0.380 0.218 -0.5018
C 1.546082 -2.483004 1.275832 -0.375 -0.272 -0.547 0.5223
N 1.885934 -3.685374 0.850857 0.413 0.244 0.420 -0.6050
C 1.083369 -4.331523 0.025384 -0.202 0.008 -0.124 -0.6044
C -0.118530 -3.808373 -0.422367 -0.034 0.119 0.020 -0.3794
C -0.487659 -2.558600 0.039446 0.180 -0.026 0.031 -1.0616
C 0.355890 -1.848186 0.891479 0.228 -0.360 0.055 0.0652
C -0.177464 -0.591373 1.471665 -0.119 -0.017 0.038 1.1503
O -1.395418 -0.452795 1.558999 -0.066 -0.163 0.026 -0.7861
N 0.659588 0.382079 1.908908 -0.074 -0.011 0.171 0.4616
C 0.053031 1.513912 2.602641 -0.238 0.243 0.162 -1.3263
H -0.783598 1.129548 3.193216 0.147 0.058 -0.037 0.5332
H 0.801424 1.954690 3.262550 -0.119 -0.022 -0.130 0.4651
C -0.471467 2.602049 1.645765 -0.014 -0.476 0.433 0.6845
O 0.101031 3.664784 1.499038 0.189 0.410 -0.092 -0.6956
N -1.604668 2.256536 1.023866 -0.462 -0.175 -0.142 -0.0543
H -1.948247 1.311144 1.163658 0.170 0.162 0.091 0.4289
C -2.194557 3.075349 -0.012899 0.223 0.319 -0.168 -1.0032
H -3.236226 2.772983 -0.120160 0.027 0.055 0.042 0.5336
C -1.429276 2.973373 -1.339314 -0.022 -0.232 0.243 -1.4136
H -1.948186 3.559164 -2.097802 0.044 0.043 -0.066 0.4241
H -0.449122 3.423299 -1.175479 -0.009 0.069 0.010 0.4770
C -1.233830 1.544103 -1.870837 -0.029 0.337 -0.092 0.2599
N -2.197266 1.208873 -2.906417 0.025 0.058 -0.223 0.2372
C -1.739070 0.195274 -3.836357 0.134 -0.216 0.191 -1.7094
C -1.709867 -1.221967 -3.242134 -0.151 -0.029 -0.328 2.0398
C -1.243469 -2.237818 -4.278875 0.025 0.218 0.264 -1.9178
H -1.912896 -2.240007 -5.136685 -0.083 -0.030 -0.132 0.3935
H -1.228053 -3.239125 -3.853444 0.014 -0.146 -0.013 0.3665
H -0.241111 -1.997710 -4.626688 0.121 -0.032 -0.092 0.4509
C -3.107354 -1.566186 -2.721387 0.370 0.265 0.326 -1.3882
C -3.619558 -0.500577 -1.749185 -0.261 0.008 -0.212 2.3521
C -5.052036 -0.792878 -1.316558 0.309 0.084 0.024 -1.9905
H -5.114166 -1.766974 -0.836011 -0.072 -0.097 0.054 0.4101
H -5.400522 -0.041205 -0.611643 -0.116 0.062 0.093 0.4277
H -5.718091 -0.791284 -2.177352 -0.111 -0.007 -0.100 0.4146
C -3.525995 0.875050 -2.428481 0.074 -0.117 0.176 -1.4271
H -3.863179 1.657704 -1.749414 -0.113 0.027 -0.010 0.3026
H -4.190914 0.883359 -3.299281 -0.120 -0.005 0.046 0.4068
H -2.987153 -0.495597 -0.854335 0.061 -0.008 0.008 -0.6719
H -3.096070 -2.545060 -2.233774 -0.063 -0.097 -0.020 0.4665
H -3.794040 -1.628486 -3.570587 -0.087 -0.049 -0.089 0.3959
H -1.001344 -1.229772 -2.405705 -0.022 0.037 0.017 -0.3453
H -0.745894 0.474343 -4.197184 -0.014 -0.010 -0.054 0.4795
H -2.422593 0.207710 -4.692165 0.022 -0.079 -0.094 0.3495
H -0.245166 1.485121 -2.332813 -0.031 -0.065 0.054 0.5568
H -1.238137 0.834137 -1.030367 0.095 -0.050 -0.011 -0.2208
H -2.160713 4.115872 0.323447 -0.142 -0.103 -0.032 0.4106
H -1.437959 -2.120881 -0.226291 -0.065 0.054 -0.017 0.6274
H -0.753945 -4.365277 -1.091557 -0.055 -0.070 -0.066 0.4503
H 1.427372 -5.310381 -0.279819 -0.059 -0.100 -0.087 0.4207
H 2.013206 2.542223 1.275552 -0.114 0.099 0.014 0.4486
H 5.372231 3.405863 1.643716 0.053 0.088 0.025 0.3671
H 3.842154 3.922697 0.920938 -0.007 0.103 -0.012 0.3425
H 5.072434 3.125354 -0.066698 0.038 0.074 -0.062 0.3433